{
  "formula": "C2H6BF4ORbS",
  "method": "ωB97M-V with the def2-TZVPD basis set",
  "spin_multiplicity": 1,
  "largest_force_ev_per_a": 12.60,
  "e_tot_ev": -27257.266,
  "species": ["Rb", "B", "F", "F", "F", "F", "C", "S", "O", "C", "H", "H", "H", "H", "H", "H"],
  "coordinates": [[1.75580, -0.27444, 0.37072], [3.03546, -0.09303, -2.20153], [3.82202, 0.68816, -1.38849], [3.85459, -0.98926, -2.86795], [2.16208, -0.85723, -1.48514], [2.33655, 0.71607, -3.12199], [-2.15415, -0.57100, 2.21920], [-0.68957, 0.01719, 1.31645], [-0.00785, -1.17498, 0.62934], [-1.53270, 0.98273, 0.03930], [-2.82477, 0.25203, 2.46618], [-1.92118, -0.94691, 3.21545], [-2.71001, -1.32286, 1.65901], [-2.42024, 1.58441, 0.23515], [-1.92620, 0.32233, -0.73344], [-0.77983, 1.66680, -0.35225]],
  "forces_ev_per_angstrom": [[9.129, 6.360, 5.910], [1.632, 0.357, -3.405], [0.092, 0.747, 1.239], [0.431, -0.282, -0.467], [-0.246, -3.126, -5.814], [-0.182, -0.053, 0.499], [-0.366, 0.071, 0.491], [-2.368, -1.273, 0.542], [-9.790, -2.328, 2.124], [-0.179, -0.019, -0.909], [0.120, 0.358, -0.498], [0.621, -0.338, -0.283], [0.272, 0.047, -0.168], [0.222, 0.015, 1.161], [0.622, -0.349, -0.136], [-0.008, -0.185, -0.287]]
}